(1)
DFT (wB97M-V/def2-TZVPD) results for C43H51N5O4S3SiTaTe as an isolated structure in a non-equilibrium geometry.

Properties
Kohn-Sham gap, eV: 6.3
E, eV: -110290.0266
Highest occupied orbital energy, eV: -4.24
Charge: -1

```
109
Properties=species:S:1:pos:R:3:forces:R:3:lowdin_charge:R:1
Ta -0.58778 -0.57577 -0.92157 -1.002 0.056 -2.247 1.493
C -1.66704 -3.01521 7.14262 0.034 -0.013 -0.038 -0.053
C -1.57924 -2.57000 5.70524 -0.032 0.048 0.060 -0.266
C -2.47291 -3.06545 4.75957 -0.058 -0.061 -0.031 -0.037
C -2.42922 -2.64976 3.43725 0.132 0.036 0.157 -0.040
C -1.47648 -1.70713 3.07367 -0.018 -0.048 0.454 -0.273
C -0.56531 -1.19802 3.99145 -0.004 -0.141 0.054 -0.033
C -0.62002 -1.64395 5.29990 0.007 -0.026 0.066 -0.024
S -1.48854 -1.03692 1.47633 1.265 -0.550 -0.276 0.556
O -1.87338 -2.10339 0.52106 0.131 0.285 0.619 -0.332
O -0.04083 -0.70014 1.14331 -0.731 -0.500 0.691 -0.449
N -2.22767 0.27120 1.30089 -0.882 -0.014 0.253 -0.177
C -3.65539 0.08256 0.97913 0.618 0.232 -0.139 -0.170
C -3.83730 -0.07007 -0.53932 -0.055 0.024 -0.109 -0.670
O -4.98009 -0.04021 -0.96954 -0.015 -0.003 -0.090 0.032
O -2.76928 -0.21157 -1.24361 0.389 0.022 0.143 -0.350
H -1.90660 -4.07714 7.21179 0.012 0.017 -0.005 0.077
H -2.44934 -2.46889 7.67489 0.000 0.014 -0.043 0.083
H -0.72876 -2.83990 7.66892 -0.004 -0.009 -0.023 0.074
H -3.21340 -3.79793 5.06027 0.020 -0.009 -0.004 0.114
H -3.10172 -3.06699 2.69930 0.004 0.050 -0.024 0.117
H 0.19270 -0.49076 3.67803 -0.015 -0.029 -0.026 0.103
H 0.10080 -1.26793 6.01741 -0.019 -0.018 -0.012 0.116
H -4.21842 0.94854 1.31921 -0.024 0.077 0.010 0.106
H -4.11779 -0.79192 1.44429 0.004 -0.036 0.040 0.112
C 1.50789 0.04279 -1.23419 -0.203 -0.116 0.058 -0.426
Si 2.52579 0.83324 0.05840 0.289 -0.080 -0.081 0.582
C 1.79230 2.48822 0.45642 -0.355 0.308 0.376 -0.233
N 0.42168 2.39555 0.99741 0.138 0.213 -0.187 -0.177
C -0.36606 3.57881 0.64217 -0.059 -0.202 0.084 -0.218
C 0.19323 4.86381 1.25330 0.001 0.101 0.064 -0.172
C 0.63309 4.64085 2.71476 -0.010 -0.024 -0.045 -0.197
C -0.02461 3.38333 3.27366 0.033 -0.012 0.019 -0.183
C 0.35558 2.14721 2.44521 -0.110 -0.025 -0.076 -0.199
C 2.81489 -0.29050 1.54038 0.064 -0.242 0.291 -0.233
C 2.64934 -1.67290 1.39998 0.086 -0.009 0.133 -0.098
C 2.87354 -2.54999 2.45466 0.012 0.143 -0.039 -0.083
C 3.27494 -2.05747 3.69067 -0.017 0.054 -0.021 -0.109
C 3.46000 -0.68998 3.85583 -0.039 -0.043 -0.084 -0.100
C 3.23555 0.17621 2.78999 0.053 -0.150 -0.035 -0.118
C 4.26410 1.17606 -0.60034 0.339 0.144 -0.128 -0.211
C 4.60852 0.90938 -1.93080 0.054 0.045 0.061 -0.077
C 5.88384 1.18255 -2.42192 -0.119 -0.017 0.112 -0.093
C 6.84534 1.73620 -1.58959 -0.038 0.010 0.027 -0.111
C 6.53030 2.01386 -0.26388 -0.084 -0.038 -0.048 -0.104
C 5.25786 1.73517 0.21874 -0.027 -0.082 -0.121 -0.097
H 2.04202 -0.85347 -1.56715 -0.055 0.084 -0.081 -0.017
H 1.51577 0.76697 -2.06518 0.104 -0.059 0.009 -0.074
H 1.71201 2.93175 -0.54595 0.035 0.050 0.038 0.063
H 2.45845 3.14173 1.04685 -0.045 0.010 -0.031 0.087
H -1.38824 3.40404 0.98918 -0.014 0.010 -0.027 0.106
H -0.41744 3.65325 -0.43956 -0.026 -0.001 -0.161 0.057
H -0.57477 5.64119 1.19320 0.026 -0.010 0.008 0.105
H 1.03785 5.21282 0.65545 -0.012 0.032 0.004 0.102
H 0.38704 5.50800 3.33207 0.015 0.007 0.002 0.097
H 1.72049 4.52249 2.76743 -0.015 -0.010 -0.014 0.098
H -1.11148 3.51250 3.27522 0.019 -0.006 0.003 0.107
H 0.27269 3.21392 4.31285 -0.030 0.013 0.008 0.104
H -0.37294 1.35186 2.64151 0.083 0.152 -0.039 0.071
H 1.32785 1.78519 2.77498 -0.002 -0.014 0.014 0.086
H 2.31523 -2.07627 0.44996 -0.004 0.021 0.015 0.079
H 2.72706 -3.61427 2.31246 -0.006 0.009 0.008 0.100
H 3.44242 -2.73579 4.51897 0.005 0.009 0.001 0.093
H 3.77705 -0.29570 4.81398 0.015 -0.002 0.012 0.094
H 3.39246 1.23880 2.94681 -0.002 -0.002 -0.013 0.093
H 3.86709 0.48838 -2.60269 0.010 0.037 0.037 0.092
H 6.12129 0.96685 -3.45706 -0.018 0.006 0.012 0.097
H 7.83506 1.95638 -1.97222 -0.002 -0.009 0.013 0.092
H 7.27762 2.44671 0.39116 -0.014 -0.002 0.002 0.093
H 5.04236 1.95197 1.26149 -0.027 -0.010 -0.039 0.089
S 0.43440 2.92823 -3.27420 -0.250 -0.171 0.195 -0.244
C -2.87217 3.36524 -1.75172 -0.318 -0.046 0.491 -0.251
N -3.93225 3.14101 -0.95413 0.007 0.059 -0.129 -0.010
C -5.23883 3.52733 -1.51953 0.292 -0.094 -0.040 -0.144
C -4.80779 4.23501 -2.82057 0.163 -0.095 0.098 -0.150
N -3.34565 4.07096 -2.78044 0.024 0.015 -0.086 -0.034
H -3.85978 2.50543 -0.17961 -0.053 0.042 -0.096 0.084
H -5.78209 4.19267 -0.84940 -0.015 0.036 0.033 0.099
H -5.84260 2.63905 -1.70545 -0.018 -0.017 -0.017 0.103
H -5.09125 5.28724 -2.83125 -0.001 0.061 0.009 0.099
H -5.22719 3.75362 -3.70350 -0.031 -0.008 -0.049 0.104
H -2.72746 4.32354 -3.53328 -0.071 -0.021 -0.040 0.104
Te -1.17671 1.23687 -3.04711 0.635 0.908 -0.864 0.981
C -0.40919 0.16222 -4.71757 -0.263 -0.143 0.078 -0.908
C -1.07991 0.13151 -5.90492 0.120 -0.188 -0.347 -0.264
C -0.35680 -0.53767 -6.94310 -0.084 0.068 0.122 -0.209
C 0.85109 -1.00074 -6.51056 -0.201 0.041 -0.134 -0.435
S 1.09421 -0.62818 -4.86386 0.237 0.001 0.284 0.942
H -2.05516 0.58119 -6.04028 0.024 -0.014 0.002 0.087
H -0.72309 -0.66598 -7.95382 0.021 0.010 0.046 0.090
H 1.59557 -1.54316 -7.07396 -0.031 0.022 0.032 0.056
C 1.96798 -3.43517 -2.40102 0.020 0.023 0.017 -0.050
C 0.60692 -4.07408 -2.47119 0.512 -0.222 -0.060 -0.221
C 0.49577 -5.46004 -2.56606 0.030 0.079 -0.111 -0.069
C -0.74170 -6.07314 -2.65904 -0.026 0.090 0.007 -0.103
C -1.88452 -5.28322 -2.69629 0.049 0.071 -0.073 -0.063
C -1.80535 -3.89839 -2.60202 -0.338 -0.083 -0.007 -0.211
C -3.05222 -3.05685 -2.64466 0.040 -0.049 -0.003 -0.036
C -0.54745 -3.30425 -2.43424 -0.353 1.285 0.479 -0.245
N -0.49041 -1.92675 -2.07948 0.064 -1.161 0.556 -0.151
H 2.66536 -3.97087 -3.04801 0.017 -0.007 0.039 0.080
H 2.37822 -3.45943 -1.38609 -0.041 0.014 -0.012 0.074
H 1.93307 -2.39514 -2.72386 -0.037 -0.156 -0.017 0.014
H 1.40467 -6.05300 -2.57110 -0.027 -0.012 -0.009 0.104
H -0.81584 -7.15223 -2.71775 -0.009 0.009 -0.011 0.091
H -2.86251 -5.74181 -2.79435 0.017 -0.008 -0.020 0.101
H -3.88096 -3.63862 -3.05106 -0.004 0.023 0.006 0.076
H -2.91180 -2.16393 -3.25419 0.027 -0.019 -0.024 0.079
H -3.33768 -2.69338 -1.65638 0.069 -0.042 0.030 0.066
```
Positions in Å, forces in eV/Å.



(2)
DFT (wB97M-V/def2-TZVPD) results for a single C4H8FIO molecule in a non-equilibrium geometry.

Properties
Kohn-Sham gap (alpha / beta), eV: 7.1 / 8.0
E, eV: -17139.0868
Highest occupied orbital energy (alpha / beta), eV: -8.62 / -8.92
Charge: 0

```
15
Properties=species:S:1:pos:R:3:forces:R:3:lowdin_charge:R:1
C 0.52119 -1.38344 0.57002 2.176 -0.505 2.019 -0.061
C 0.03754 1.83802 0.66539 2.841 -3.613 0.906 -0.123
C 0.68447 -0.39786 -0.60080 -3.703 -0.300 0.141 -0.514
C -0.24468 0.81522 -0.39858 0.417 -0.643 -0.090 -0.650
O 0.32802 -1.05640 -1.79238 -1.224 -1.322 -0.612 -0.156
F -2.62064 -0.37057 0.22902 -0.014 0.056 -0.389 -0.720
I -1.87044 0.93096 -1.53348 0.600 -0.044 1.123 1.425
H 1.15643 -1.01105 1.53240 -1.714 -0.766 -2.115 0.118
H -0.56563 -1.56149 0.85559 1.416 0.247 -0.523 0.087
H 1.08727 -2.34045 0.23506 -1.233 1.434 0.630 0.106
H 0.26933 1.27662 1.72473 -0.826 1.571 -2.589 0.157
H -0.78860 2.40872 0.60150 -2.581 2.447 1.013 -0.004
H 0.92121 2.41086 0.35990 0.007 -0.042 0.289 0.090
H 1.64670 0.00016 -0.72388 1.656 0.189 -0.136 0.129
H -0.56217 -1.55931 -1.72450 2.183 1.293 0.333 0.117
```
Positions in Å, forces in eV/Å.



(3)
DFT (wB97M-V/def2-TZVPD) results for a 2-piece molecular cluster, C3H8N2O2 overall in a non-equilibrium geometry.

Properties
Kohn-Sham gap, eV: 8.8
E, eV: -10312.2490
Highest occupied orbital energy, eV: -8.49
Charge: 0

```
15
Properties=species:S:1:pos:R:3:forces:R:3:lowdin_charge:R:1
C 0.66422 -1.40080 0.04564 -0.552 0.156 1.132 0.027
C 1.87706 -0.65555 0.46840 -0.064 0.096 -0.083 -0.113
C -0.81987 0.50919 -0.78610 1.323 0.398 -0.616 -0.653
N -1.35337 1.73081 -1.06062 -0.221 -0.274 0.146 0.168
O -0.06712 -0.08982 -1.60143 -0.954 0.526 -0.037 -0.034
O -1.40513 0.83812 1.43138 0.327 -0.476 -0.293 -0.059
N -0.92422 -0.05170 0.41569 0.185 -0.557 -0.186 -0.027
H -2.09989 0.32841 1.86636 0.067 0.030 -0.059 0.088
H -1.99086 2.13151 -0.39180 0.017 -0.027 -0.148 0.090
H -1.35658 2.03076 -2.01924 -0.009 -0.008 0.096 0.103
H 0.73155 -1.95135 -0.88045 -0.237 0.295 -0.093 0.084
H 0.13730 -1.95451 0.80686 0.233 -0.127 0.138 0.075
H 1.71886 -0.11589 1.39939 0.021 -0.033 -0.001 0.079
H 2.68579 -1.38499 0.61339 -0.090 0.007 -0.005 0.088
H 2.20226 0.03581 -0.30745 -0.046 -0.008 0.009 0.082
```
Positions in Å, forces in eV/Å.



In order of appearance, energy above the lowest of the compared OMol25 structures with the same formula, charge and spin = 365.16; 348.46; 453.80 kJ/mol.